ORCA calculation (ωB97M-V/def2-TZVPD) on a single C2H6N2OS molecule.

Structure (XYZ):
```
12
Properties=species:S:1:pos:R:3
C 2.39 -0.98 -0.92
C -1.36 0.24 -0.14
H 2.73 -0.44 -2.03
H 3.40 -0.80 -0.16
H 1.82 -2.00 -1.16
H -2.26 -0.12 -0.77
H -0.60 1.16 1.56
H -2.96 0.45 2.03
N -0.26 -0.14 -0.79
N -1.48 1.16 0.97
O -2.66 1.28 1.43
S 1.24 0.20 -0.03
```

Computed properties:
HOMO (hartree): -0.295
E_LUMO (eV): 0.480
Multiplicity: 1
Electronic energy (eV): -18029.5035
SMILES: CS/N=C\NO